No. 1
Entry from OMol25: a cluster of 8 separate species, C49H91BN5O20P2S2 in total at a distorted geometry (the ωB97M-V functional and the def2-TZVPD basis).

Geometry as XYZ:
```
170
Properties=species:S:1:pos:R:3:mulliken_charge:R:1
S 0.93186 -3.39927 -0.12796 0.5467
S 0.00025 3.12402 -1.75952 -0.1894
P 0.86733 2.32740 -0.21923 0.5319
P 2.53114 -0.13730 -1.48645 -0.8203
O -4.02325 -6.02929 -1.23873 -0.3397
O 5.32130 -1.64470 -4.72686 -0.3749
O -5.69515 -4.87259 3.71641 -0.5837
O 2.30265 6.96676 1.42193 -0.3544
O 8.19688 -1.67828 -0.53158 -0.3287
O 1.14278 -6.43441 -0.02940 -0.3698
O 3.36689 8.70318 2.35687 -0.5876
O 1.61516 0.43115 -2.72972 -0.6466
O -1.23878 2.78156 1.84755 0.0947
O -1.61630 8.05005 0.25110 -0.5623
O -2.69511 -6.22292 0.55346 -0.4403
O -2.55488 1.39850 -1.78315 -1.0949
O 5.61027 -2.82338 -2.85150 -0.6792
O -6.77799 -3.32034 4.91430 -0.3533
O 9.50710 -0.18782 -1.59116 -0.5752
O -2.98377 3.58409 2.98395 -0.4684
O -2.11088 10.18364 0.68816 -0.3554
O 0.33542 6.75606 -4.89060 -0.3826
O -3.26520 1.27300 0.47441 -0.1746
O 1.60116 8.35144 -5.82361 -0.5700
N 1.46056 -2.14336 2.76651 -0.3214
N 2.96162 -1.74524 -2.00140 -0.1864
N -0.82695 -1.24505 -0.69457 1.5329
N 3.62461 -1.12356 3.14184 -0.8327
N 3.42672 -2.86511 1.61288 -0.4255
C -3.77302 8.61836 1.23578 -0.4038
C 2.69692 -1.70679 2.11524 1.2920
C 6.13358 -0.81441 -5.58676 -0.4326
C 9.04548 -1.49062 1.65864 -0.5241
C 9.53114 -0.30130 0.83529 -0.4682
C -0.47891 -5.33404 -2.76543 0.5034
C -5.10911 -6.42165 0.81379 -0.1385
C -7.67450 -5.48856 4.99445 -0.3783
C 7.42960 -1.44041 -3.70058 0.3401
C -0.84267 -2.99517 -3.85024 -1.0467
C -1.94912 -2.20933 -0.50040 0.0857
C -6.07352 -6.73908 -0.33063 -0.6220
C -2.11054 -2.80711 0.90973 -0.9004
C -2.39429 8.86629 0.65745 0.4708
C -8.72987 -4.50217 5.49163 -0.5011
C 6.05078 -2.05467 -3.66310 0.6246
C 0.27998 0.87658 1.95821 -0.6965
C 0.00263 6.32995 -3.55698 -0.1931
C -4.40286 10.00987 1.19130 -0.5025
C 0.94309 6.50620 1.32212 1.4155
C 0.30731 0.65690 0.39791 1.9144
C -0.00916 -1.93116 -3.08768 0.5479
C 0.76256 -6.17885 -2.44694 -0.8955
C -7.88070 -3.28937 5.84314 -0.4270
C 0.64411 -7.05353 -1.19353 -0.7313
C 7.24488 -0.28979 -4.68991 -0.5975
C 1.16897 6.77974 -2.69002 0.3819
C 0.97953 8.40593 2.73363 -0.4404
C 9.12356 -0.68484 -0.57261 0.4890
C -1.06152 0.07865 -0.01003 -1.3709
C 0.23372 7.08955 2.53416 -0.5156
C -5.21013 0.27178 1.48290 -1.4865
C -0.78767 -0.98914 -2.18168 -1.0697
C -3.79660 -6.23045 0.08091 0.4133
C -1.84919 3.70339 2.65268 -0.1508
C 7.85985 -1.97552 0.83721 -0.2232
C -0.11062 -4.33904 -3.87323 -1.2568
C 0.22777 -6.40467 1.05198 -0.3327
C 1.23003 7.77441 -4.84655 0.4309
C -4.56501 0.74717 0.20498 -0.3354
C 2.36038 8.08566 2.18978 0.3625
C 0.43322 -1.67739 0.00383 -0.5928
C 1.62100 8.05121 -3.40672 -0.4644
C -3.18201 10.90956 1.32369 -0.4378
C -6.60214 -4.57159 4.44029 0.5212
C 1.42269 -0.47385 0.07766 1.4684
C 2.56752 -0.55964 1.09205 -3.9549
C -5.44154 -5.99287 -1.49560 -0.4580
C -0.94865 1.55532 2.51653 -1.5923
B -2.33086 0.96861 -0.48914 0.7478
H -5.52035 1.11000 2.09362 0.3388
H -1.83160 -3.02732 -1.19888 -0.1588
H -6.10931 -0.27969 1.22150 0.4390
H -7.10308 -6.44448 -0.13845 0.3547
H 6.90166 0.59888 -4.15791 0.2772
H 0.83019 -2.44487 -2.64130 -1.3887
H 3.96584 -1.81519 -1.85634 0.0892
H -1.72661 -2.18135 1.70794 0.0786
H 1.26139 -7.93207 -1.39256 0.3831
H 4.25401 -3.01408 2.16323 0.3026
H 0.73121 3.20431 0.87088 -0.1105
H -5.63765 -6.46192 -2.45629 0.3328
H -1.81643 -1.03681 -2.52088 0.8512
H 2.69030 8.22110 -3.32711 0.3441
H 8.78313 -1.24562 2.68560 0.3411
H -0.77121 -4.84951 -1.83568 -0.3433
H -1.27435 4.56880 2.99092 0.3654
H 6.93508 -1.44860 1.08759 0.0598
H 0.95776 -6.86619 -3.26461 0.5985
H 1.13626 1.50408 2.18894 0.8699
H 0.51914 6.86599 0.38571 -0.4317
H -0.93748 6.80464 -3.26597 0.2027
H -7.24307 -6.07369 5.80761 0.2902
H -3.66059 8.25010 2.25740 0.2554
H 0.75043 -6.69743 1.96235 0.3299
H 2.68058 0.36845 1.63934 0.2334
H 0.95547 -4.12444 -3.80246 0.3844
H 1.03933 8.70208 3.77678 0.3888
H -0.60168 -7.07983 0.93204 0.3940
H 7.69305 -3.04569 0.93267 0.3132
H -3.16701 -2.95574 1.11088 0.3911
H -8.04952 -6.15100 4.22006 0.2592
H -7.47778 -3.34236 6.85612 0.2674
H -4.31398 7.89150 0.63731 0.3374
H -5.15083 10.18704 1.96080 0.3299
H 10.60527 -0.15609 0.89516 0.3209
H 1.31899 -1.60210 3.60125 0.2396
H 3.51990 -0.59497 0.56206 1.0121
H -0.38013 -7.40646 -1.08412 0.3112
H -1.25933 -6.00153 -3.11483 0.4845
H -0.14770 -5.39640 1.21834 -0.1631
H 6.51090 -1.43215 -6.40343 0.2544
H -3.30440 11.86712 0.82529 0.3063
H 0.55011 9.21332 2.13850 0.1338
H 1.60554 -5.50691 -2.29998 0.1832
H 3.24557 -0.26655 3.52521 0.2534
H 0.39104 6.44298 3.40280 0.3970
H -0.79405 1.73134 3.58074 0.7567
H -8.41474 -2.35000 5.72693 0.3156
H -2.88813 -1.72690 -0.74959 0.7845
H 0.93482 5.41594 1.31813 -0.4744
H 1.65254 -3.47739 -1.25912 -0.1083
H -4.54486 -0.10071 -0.48935 0.3757
H 7.72538 -1.09208 -2.72184 -0.4279
H -2.90625 11.08740 2.36501 0.2649
H 8.14716 -0.02421 -5.23497 0.3517
H 1.80129 0.02118 -3.57653 0.3282
H 1.96413 6.03328 -2.72622 0.2937
H -6.06373 -7.81042 -0.53479 0.2905
H -9.32339 -4.86597 6.32710 0.3240
H -4.56212 -0.40032 2.03398 0.2903
H 0.89572 6.92716 -1.64699 -0.3682
H -9.41272 -4.25347 4.67819 0.2628
H 2.26874 2.30769 -0.39877 0.2268
H 3.64513 -2.78968 0.63477 0.0710
H -0.50418 0.02992 -2.41173 0.7843
H 1.07758 8.93239 -3.06325 0.2507
H -1.47434 -0.27961 0.93536 0.2615
H 0.41458 -1.30792 -3.86672 0.3943
H 0.39083 -0.09337 2.43847 -0.4527
H -0.97406 -2.66756 -4.87744 0.4766
H -5.75845 -4.94800 -1.54281 0.2530
H -0.12979 5.25266 -3.54934 0.1508
H 5.51407 -0.02372 -6.00263 0.3393
H -3.31185 0.97520 -2.19495 0.3468
H -5.02998 -7.23112 1.53225 0.3571
H 3.72957 -1.79171 3.89307 0.3295
H 8.13750 -2.18587 -4.06571 0.3727
H -1.64732 -3.78424 0.93865 -0.3352
H -4.87519 10.16737 0.22117 0.2743
H 9.01518 0.62137 1.10490 0.2606
H 2.86623 -1.77063 -3.01132 0.2489
H -0.83653 7.20120 2.38490 0.2177
H -1.82895 0.91504 2.46702 0.2401
H -0.27182 -4.82059 -4.83287 0.6342
H 0.11520 -1.70555 1.04540 0.2846
H -5.16559 1.52089 -0.26725 0.4747
H -5.36967 -5.49609 1.32824 0.0023
H 9.81756 -2.26034 1.68358 0.2824
H -1.85376 -3.07240 -3.45289 0.4393
H 1.47872 -3.12584 2.98904 0.2939
```

Results
- Gap between HOMO and LUMO: 8.43 eV
- Spin multiplicity: 1
- HOMO: -0.377 Eh
- E_LUMO: -1.8 eV
- Net charge: +1

No. 2
Entry from OMol25: a cluster of 7 separate species, C18H51NO7 in total at a distorted geometry (the ωB97M-V functional and the def2-TZVPD basis).

Geometry as XYZ:
```
77
Properties=species:S:1:pos:R:3:mulliken_charge:R:1
O 2.59753 -1.85214 -1.77492 -0.4830
O 2.37486 -2.07717 -6.86947 -0.4881
O 6.69965 -6.12899 0.39662 -0.5404
O -6.04042 -1.33469 -3.36488 -0.5149
O 1.23210 7.34966 1.26636 -0.5596
O -5.22634 3.88756 -1.63158 -0.3005
O 4.05615 -1.37132 6.43398 -0.5630
N -6.47389 5.66776 0.29149 -0.7310
C 8.52589 -4.55636 0.23080 -1.5040
C -7.08499 3.28645 0.49985 -1.3194
C -5.96224 4.35410 0.55953 0.2066
C 8.04829 -5.86426 0.71553 0.6973
C 2.38290 -1.11120 4.96351 -1.4414
C 0.52475 5.59918 2.67209 -1.2599
C 1.31399 5.01088 0.36905 -1.2495
C 2.14328 -0.83566 -7.38507 -0.5524
C -5.27618 -2.84344 -1.66290 -1.2134
C -4.72330 3.97520 -0.32929 -0.6273
C 2.84728 -1.98269 6.11159 0.5047
C 1.46635 5.96842 1.50908 0.5678
C 8.92379 -6.94139 0.10639 -1.3184
C -4.17618 3.48761 -2.60218 -0.8100
C 1.48520 -1.18080 -1.22431 -0.5276
C -6.38404 -2.43962 -2.62617 0.3347
C 2.89997 -3.45353 5.63100 -1.1327
C -7.72539 -2.23816 -1.82083 -1.0749
H 8.53015 -7.94066 0.29241 0.3145
H 3.60068 -3.61398 4.81164 0.3197
H -4.47884 -3.16544 -2.33273 0.3185
H 9.13298 -6.77837 -0.95086 0.3185
H 3.09572 -4.09599 6.48950 0.3145
H 3.98925 -0.41365 6.43187 0.3395
H 2.12707 5.18582 -0.33551 0.3082
H 2.03649 -1.79783 6.81625 0.2000
H -3.97013 4.75992 -0.25806 0.3289
H -6.79662 2.25036 0.67727 0.3363
H 9.95231 -6.83372 0.45085 0.3689
H -0.50224 5.59185 2.30694 0.2755
H 7.92975 -3.73028 0.61849 0.4120
H 0.43466 5.19312 -0.24874 0.3126
H 2.09516 -2.73835 -7.50682 0.3141
H 0.73344 4.56730 2.95454 0.3553
H 8.14066 -5.92232 1.80006 0.1306
H -4.22225 3.04034 -0.07813 0.4106
H 8.74651 -4.48260 -0.83409 0.3980
H 2.44855 5.86625 1.97053 0.2668
H 2.53392 -1.79664 -2.73120 0.3016
H -7.63702 -2.84280 -0.91822 0.3012
H 0.65167 6.27233 3.51994 0.3168
H -3.49809 4.30681 -2.84136 0.3065
H 6.41419 -5.27690 0.05889 0.3296
H -5.64432 4.29333 1.60037 0.3426
H -5.64067 6.22835 0.18381 0.2935
H 2.08123 7.78003 1.14249 0.3307
H 1.89182 -3.69049 5.29103 0.3547
H 1.15828 -0.30330 -1.78217 0.2287
H -4.88180 -1.93671 -1.20419 0.2908
H -7.96668 -1.19458 -1.61877 0.2781
H -3.62856 2.56563 -2.40684 0.2859
H 1.94303 -0.11522 5.01473 0.4084
H -4.74581 3.40042 -3.52739 0.2824
H 1.56687 -0.88203 -0.17924 0.2238
H 3.19305 -1.27705 4.25341 0.3735
H 1.28188 3.97278 0.69983 0.3358
H -6.70585 5.57620 -0.68724 0.3602
H 1.30994 -0.80605 -8.08704 0.2364
H -7.47817 3.31522 -0.51636 0.2955
H -5.57048 -3.54818 -0.88520 0.3580
H 1.53049 -1.68045 4.59277 0.3227
H -7.84759 3.42755 1.26577 0.3374
H 0.59286 -1.80674 -1.22830 0.2551
H 1.91574 0.03760 -6.77373 0.2341
H -5.80174 -0.63077 -2.75732 0.3069
H -6.52753 -3.29758 -3.28299 0.3154
H -8.56013 -2.41362 -2.49945 0.3008
H 9.51764 -4.39629 0.65377 0.3933
H 3.07945 -0.59805 -7.89026 0.2571
```

Results
- Gap between HOMO and LUMO: 9.90 eV
- Spin multiplicity: 1
- HOMO: -0.358 Eh
- E_LUMO: 0.2 eV
- Energy relative to the best compared isomer or geometry (same formula, charge and spin): 72.4 kcal per mole

No. 3
Entry from OMol25: a cluster of 7 separate species, C44H48F6N4O3P in total at a distorted geometry (the ωB97M-V functional and the def2-TZVPD basis).

Geometry as XYZ:
```
106
Properties=species:S:1:pos:R:3:mulliken_charge:R:1
P 2.05630 -3.11402 4.46807 0.9478
F -4.50426 1.95909 3.28444 -0.3168
F 2.16058 -1.04342 0.11589 -0.1040
F -0.67972 4.04147 -2.89127 -0.2428
F -1.13511 -7.31860 1.64615 -0.2583
F -3.78039 8.51364 -5.38201 -0.3548
F 4.74330 -4.49736 -0.07964 -0.3475
O 1.65686 -1.59623 4.60567 -0.4609
O 1.73013 -3.83550 5.69905 -0.8106
O 3.56699 -3.23537 4.08211 -0.4410
N -1.32614 -3.77921 2.63085 0.0665
N -2.08133 -1.68335 3.44847 -0.2934
N -3.06439 -2.48643 1.63315 -0.1308
N -3.65711 -1.29591 1.93733 0.0092
C 3.20374 -4.61302 -1.85352 -0.4493
C -1.71092 -8.12281 2.58377 0.5308
C -2.10163 -2.70280 2.59006 0.4156
C 3.42549 0.84888 -2.69139 -0.5607
C -2.57007 4.59516 0.80152 -0.6850
C -1.83470 11.47940 -4.70707 -0.3187
C 3.29101 -6.34160 -0.16605 -0.3806
C 2.88708 -0.15042 3.02911 -1.0809
C -1.33457 5.44353 -4.66357 -0.7420
C -4.12772 4.19325 2.59849 -0.6299
C -1.65014 11.96303 -5.99440 -0.5285
C 1.39913 0.98334 -0.80121 -0.6950
C -3.86795 2.84849 2.46968 0.7406
C -0.34153 4.95750 -3.84189 0.6058
C 0.31736 6.80955 -5.75611 -0.6672
C -3.07999 9.65284 -5.58343 0.3922
C -2.79257 -8.33435 4.69338 -0.5583
C 3.74246 -5.15478 -0.70531 0.5108
C 1.09478 -3.82105 3.12106 -0.5570
C -2.33001 3.23420 0.69423 -0.3900
C 5.31361 -2.53527 2.57307 -1.7953
C 1.69780 -6.48750 -1.96438 -0.6332
C 2.25554 -7.00786 -0.80496 -0.4273
C 2.17420 -5.29305 -2.48675 -0.4125
C -0.99579 6.37988 -5.62798 -0.3342
C -2.90736 10.10883 -6.87343 -0.3824
C -3.46396 5.07023 1.75333 -0.3785
C 2.29148 -0.06528 -0.82178 0.4334
C 0.96939 5.37071 -3.94140 -0.2843
C -2.18802 11.27762 -7.07396 -0.3301
C -2.55791 10.31597 -4.49294 -0.4523
C 2.54187 1.91919 -2.69431 -0.5448
C 1.55756 -0.74833 3.45456 0.3612
C 1.52978 1.99149 -1.74616 0.0364
C -2.19276 -7.53712 3.73128 -0.0472
C 1.29668 6.30449 -4.91379 -0.4546
C -1.79356 -9.47778 2.35503 -0.5599
C 3.30901 -0.15659 -1.74370 -0.6506
C -0.31954 -3.99684 3.65180 -1.1646
C -3.02930 -0.85872 3.04144 -0.3535
C -2.38661 -10.27075 3.32693 -0.3746
C -2.88736 -9.70341 4.49176 -0.5631
C 3.92727 -3.10432 2.67606 0.9062
C -2.98151 2.35081 1.54215 -0.2776
H -2.10355 -6.46575 3.85550 0.2706
H 0.57603 7.54035 -6.50905 0.4138
H -2.81206 1.28617 1.47775 0.1715
H -0.44166 -4.97313 4.06859 0.1864
H -1.76205 6.77845 -6.27741 0.4162
H -1.64017 2.86110 -0.04825 0.4985
H 1.54303 -4.76437 2.86803 0.6616
H -1.08886 12.87244 -6.15535 0.3886
H -2.04983 11.65329 -8.07789 0.3777
H 4.21152 0.79487 -3.43084 0.3867
H 3.58868 -3.67950 -2.24093 0.4158
H 0.61743 1.00845 -0.05172 0.4737
H 2.64542 2.69333 -3.43944 0.3906
H 3.22047 -2.50150 2.13218 -0.2702
H -3.32283 -3.04185 0.84258 0.1823
H -3.34971 -10.32840 5.24193 0.3872
H 1.09190 -3.21568 2.22808 0.3240
H 5.34939 -1.70070 1.89654 0.3420
H -4.39675 -0.84968 1.42224 0.2596
H 1.88702 -7.93797 -0.39587 0.4274
H 0.89161 0.04145 3.73938 0.4976
H -4.83352 4.54124 3.33985 0.4464
H -3.18094 -7.88775 5.59743 0.3825
H -2.35113 5.09236 -4.54956 0.4268
H 1.74612 -4.88927 -3.39348 0.4031
H 3.70434 -0.52862 3.61052 0.3504
H 0.83994 2.81745 -1.73764 0.2682
H -1.44513 -4.46930 1.91497 0.1883
H 0.89619 -7.01396 -2.46294 0.4214
H 3.92179 -4.09180 2.25190 0.3229
H 3.74762 -6.73381 0.73307 0.4920
H 2.31982 6.63935 -5.00965 0.3767
H -1.41469 12.00969 -3.86410 0.3672
H -3.25151 0.04837 3.55378 0.6474
H -2.06254 5.28489 0.14331 0.4579
H -0.47467 -3.31847 4.46530 0.6253
H 1.08644 -1.25135 2.62478 -0.1395
H 2.83707 0.91726 3.08981 0.3761
H 6.03104 -3.29081 2.32015 0.3466
H -2.45708 -11.33767 3.17205 0.3732
H 5.58405 -2.15837 3.54074 0.4765
H -3.33051 9.55597 -7.70130 0.4291
H 3.03202 -0.38964 1.99132 0.0182
H -3.64834 6.13122 1.83864 0.3809
H 1.71526 4.97770 -3.26503 0.4737
H -2.71884 9.92437 -3.49781 0.4204
H -1.40459 -9.89842 1.43797 0.4374
H 3.99137 -0.99545 -1.71751 0.4979
```

Results
- Gap between HOMO and LUMO: 7.78 eV
- Spin multiplicity: 1
- HOMO: -0.390 Eh
- E_LUMO: -2.8 eV
- Net charge: +1

- Among the records above, which one has the lowest HOMO?
  C44H48F6N4O3P

- Which of these has the highest E_LUMO?
  C18H51NO7